No. 1
DFT (the ωB97M-V functional and the def2-TZVPD basis) results for C17H23ClN2O4S in the gas phase.

Output
Kohn-Sham gap   9.039 eV
SMILES   CCOc1ccc(Cl)cc1S(=O)(=O)N1CCC(C(=O)NC2CC2)CC1
Charge   0

Last column: Mulliken charge in e.
CARTESIAN COORDINATES (ANGSTROEM)
C1 -1.553 -1.087 -3.782  -0.94
C2 -2.708 -0.508 -2.968  -0.56
H1 -3.565 -1.186 -3.004  0.43
H2 -3.020 0.464 -3.366  0.37
O1 -2.405 -0.404 -1.587  -0.36
C3 -1.733 0.666 -1.118  0.70
C4 -1.601 0.763 0.268  0.20
C5 -0.917 1.805 0.857  -0.58
C6 -0.339 2.779 0.060  0.18
C7 -0.468 2.715 -1.317  -0.93
C8 -1.165 1.674 -1.900  -0.74
H3 -1.246 1.651 -2.975  0.40
H4 -0.019 3.475 -1.936  0.44
Cl1 0.539 4.071 0.785  -0.25
H5 -0.867 1.842 1.934  0.58
S1 -2.271 -0.493 1.377  1.28
O2 -3.500 -1.024 0.875  -0.67
O3 -2.268 0.084 2.690  -0.76
N1 -1.156 -1.722 1.415  0.14
C9 -1.140 -2.668 0.324  -1.39
C10 0.015 -2.430 -0.645  0.02
H6 0.011 -3.213 -1.405  0.51
H7 -0.136 -1.471 -1.142  -0.42
C11 1.379 -2.373 0.062  0.46
C12 2.131 -1.108 -0.372  -0.08
O4 1.592 -0.148 -0.887  -0.61
N2 3.453 -1.153 -0.108  -0.16
C13 4.341 -0.067 -0.375  -0.18
C14 5.495 0.184 0.545  -0.60
C15 5.736 -0.353 -0.838  -0.59
H8 6.175 0.298 -1.577  0.24
H9 6.038 -1.385 -0.934  0.23
H10 5.767 1.205 0.760  0.24
H11 5.636 -0.488 1.379  0.22
H12 3.799 0.770 -0.793  0.53
H13 3.855 -1.978 0.310  0.31
C16 1.202 -2.337 1.589  -1.40
C17 0.128 -1.323 1.957  -0.22
H14 0.016 -1.237 3.041  0.33
H15 0.419 -0.339 1.565  0.18
H16 2.139 -2.057 2.076  0.62
H17 0.913 -3.323 1.953  0.39
H18 1.990 -3.241 -0.203  0.55
H19 -1.085 -3.681 0.742  0.41
H20 -2.098 -2.560 -0.184  0.56
H21 -1.821 -1.102 -4.835  0.43
H22 -1.346 -2.104 -3.458  0.24
H23 -0.649 -0.497 -3.653  0.24


No. 2
DFT (the ωB97M-V functional and the def2-TZVPD basis) results for a molecular structure, C37H32IrN4O2S3.

Output
Kohn-Sham gap (spin up / spin down)   7.103 / 5.772 eV
2S+1   2
Charge   0

Last column: Mulliken charge in e.
CARTESIAN COORDINATES (ANGSTROEM)
Ir1 0.794 0.061 0.063  2.56
O1 -4.992 -4.357 -0.733  -0.77
C1 -4.988 -3.286 -1.359  0.39
O2 -5.716 -2.841 -2.263  -0.73
C2 -3.826 -2.330 -0.967  -0.79
C3 -2.991 -2.615 0.099  -0.85
C4 -1.928 -1.769 0.364  0.63
N1 -1.617 -0.723 -0.406  0.06
C5 -2.449 -0.412 -1.397  0.72
C6 -3.575 -1.176 -1.684  -0.97
C7 -2.096 0.768 -2.223  0.45
C8 -2.967 1.301 -3.176  -0.68
C9 -2.556 2.382 -3.927  -0.75
C10 -1.290 2.908 -3.717  -0.94
C11 -0.498 2.318 -2.751  -0.06
N2 -0.888 1.278 -2.014  0.34
C12 -1.139 -1.892 1.616  0.52
C13 -1.366 -2.899 2.551  -0.80
C14 -0.759 -2.818 3.789  -0.63
C15 0.038 -1.720 4.081  -1.14
C16 0.267 -0.799 3.080  -0.17
N3 -0.272 -0.902 1.864  0.00
H1 -3.218 -3.497 0.680  0.55
H2 -4.279 -0.946 -2.472  0.52
H3 -3.949 0.881 -3.333  0.50
H4 -3.217 2.808 -4.670  0.45
H5 -0.925 3.752 -4.285  0.44
H6 0.496 2.695 -2.548  0.24
H7 -2.027 -3.719 2.318  0.47
H8 -0.928 -3.589 4.529  0.49
H9 0.492 -1.586 5.052  0.46
H10 0.917 0.049 3.243  0.62
C17 1.699 4.542 0.519  -1.72
C18 1.623 3.093 0.113  0.73
S1 0.445 2.157 0.870  -0.61
C19 2.455 2.564 -0.864  0.79
C20 3.495 3.386 -1.576  -1.48
S2 2.272 0.971 -1.382  -0.59
H11 1.018 4.745 1.343  0.46
H12 1.432 5.197 -0.313  0.35
H13 2.707 4.813 0.839  0.37
H14 3.655 4.345 -1.088  0.42
H15 3.206 3.589 -2.609  0.29
H16 4.444 2.852 -1.597  0.35
C21 -0.633 -3.689 -5.974  -1.91
C22 -1.367 -3.117 -4.753  2.16
C23 -2.748 -3.775 -4.630  -1.71
C24 -1.554 -1.619 -4.973  -1.91
C25 -0.556 -3.412 -3.491  0.04
C26 -0.221 -4.753 -3.217  -0.51
C27 0.581 -5.115 -2.162  -1.28
C28 1.046 -4.107 -1.325  1.03
S3 2.160 -4.227 0.005  -0.44
C29 2.050 -2.530 0.227  0.27
N4 1.222 -1.915 -0.579  -0.13
C30 0.663 -2.779 -1.520  -1.49
C31 -0.122 -2.426 -2.620  0.56
C32 2.774 -1.725 1.190  1.48
C33 3.784 -2.216 2.010  -0.62
C34 4.460 -1.347 2.848  -0.95
C35 4.130 0.002 2.838  -0.82
C36 3.113 0.486 2.021  0.06
C37 2.390 -0.373 1.199  -0.94
H17 -1.206 -3.475 -6.878  0.45
H18 -0.510 -4.771 -5.913  0.34
H19 0.357 -3.240 -6.083  0.41
H20 -3.342 -3.566 -5.522  0.44
H21 -3.302 -3.405 -3.768  0.32
H22 -2.670 -4.858 -4.528  0.37
H23 -2.102 -1.456 -5.902  0.51
H24 -0.602 -1.087 -5.046  0.38
H25 -2.140 -1.179 -4.169  0.32
H26 -0.590 -5.530 -3.873  0.45
H27 0.853 -6.149 -2.001  0.42
H28 -0.333 -1.380 -2.792  0.47
H29 4.049 -3.267 1.982  0.45
H30 5.251 -1.711 3.491  0.42
H31 4.672 0.690 3.475  0.44
H32 2.874 1.541 2.044  0.44


No. 3
DFT (the ωB97M-V functional and the def2-TZVPD basis) results for 2 unconnected molecules or ions with the total composition C10H16O.

Output
Kohn-Sham gap   9.303 eV
SMILES   CCc1ccc(O)cc1.CC
Charge   0

Last column: Mulliken charge in e.
CARTESIAN COORDINATES (ANGSTROEM)
C1 -4.049 -0.343 0.396  -0.50
C2 -4.191 1.188 0.194  -0.77
H1 -4.705 -0.916 -0.265  0.29
H2 -3.083 -0.656 0.003  -0.04
H3 -4.118 -0.587 1.445  0.27
H4 -3.501 1.531 -0.575  0.23
H5 -3.917 1.670 1.132  0.26
H6 -5.213 1.459 -0.050  0.28
C3 1.178 -1.590 1.122  -0.47
C4 2.492 -2.432 1.355  -1.30
C5 1.317 -0.475 0.110  0.33
C6 0.312 -0.114 -0.740  -0.49
C7 2.546 0.232 0.076  -0.60
C8 0.431 1.055 -1.489  -0.49
C9 2.737 1.237 -0.848  -0.48
C10 1.587 1.765 -1.506  0.55
O1 1.770 2.861 -2.301  -0.54
H7 0.412 -2.316 0.842  0.29
H8 0.875 -1.259 2.114  0.34
H9 2.855 -2.169 2.348  0.27
H10 -0.526 -0.770 -0.947  0.39
H11 3.353 0.047 0.768  0.40
H12 -0.264 1.475 -2.215  0.38
H13 3.746 1.616 -0.877  0.28
H14 2.531 3.362 -2.063  0.30
H15 3.187 -2.378 0.525  0.45
H16 2.240 -3.493 1.446  0.38


Which value of charge does entry 3 give? 0